[1]
Density functional theory data (the ωB97M-V functional and the def2-TZVPD basis) for C23H24N4O4S in the gas phase.

Structure (XYZ):
```
56
Properties=species:S:1:pos:R:3
C 2.9027 1.8182 -1.1251
O 1.9702 0.8628 -1.5765
C 1.3639 1.0586 -2.7923
C 1.4311 2.2648 -3.4696
C 0.7918 2.4489 -4.6855
C 0.0822 1.4056 -5.2386
C 0.0167 0.1894 -4.5806
C 0.6459 -0.0272 -3.3541
N 0.4959 -1.2400 -2.6900
C -0.4531 -2.2107 -3.1994
C -0.5998 -3.3579 -2.1869
N -0.4066 -2.8364 -0.8547
C -1.4836 -2.6228 -0.0737
O -2.6090 -2.9620 -0.3918
C -1.2444 -1.9145 1.2152
N -1.2855 -2.5270 2.3883
N -1.2114 -1.5899 3.3231
C -1.1586 -1.9939 4.6982
C -1.1187 -0.3495 2.7820
C -1.1322 -0.5243 1.3969
C -0.9547 0.5609 0.4081
S 0.3203 1.6148 1.1710
O 0.4804 2.8543 0.4602
O 1.4955 0.8217 1.4226
C -0.4190 1.9700 2.7713
C -0.3072 3.2331 3.3081
C -0.8238 3.4877 4.5694
C -1.4421 2.4656 5.2719
C -1.5494 1.1954 4.7320
C -1.0272 0.9240 3.4669
C 0.9453 -2.3884 -0.5983
C 1.5464 -1.8624 -1.9164
H 3.3183 1.3952 -0.2122
H 3.6952 1.9771 -1.8647
H 2.4170 2.7648 -0.8795
H 1.9698 3.0896 -3.0333
H 0.8544 3.4037 -5.1844
H -0.4202 1.5234 -6.1869
H -0.5303 -0.6109 -5.0505
H -0.1417 -2.6292 -4.1705
H -1.4187 -1.7129 -3.3248
H -1.6010 -3.7871 -2.2412
H 0.1367 -4.1456 -2.3690
H -0.4227 -1.4008 5.2405
H -2.1364 -1.8957 5.1752
H -0.8716 -3.0441 4.7136
H -0.6033 0.2071 -0.5578
H -1.8336 1.1915 0.2832
H 0.1754 3.9994 2.7221
H -0.7492 4.4750 4.9978
H -1.8523 2.6599 6.2517
H -2.0608 0.4260 5.2871
H 0.9463 -1.5973 0.1524
H 1.5481 -3.2239 -0.2195
H 1.9915 -2.6900 -2.4896
H 2.3274 -1.1442 -1.6914
```

Results
Orbital gap = 7.7 eV
Energy above the lowest of the compared OMol25 structures with the same formula, charge and spin = 333.8 kJ/mol
HOMO = -7.5 eV
Calculated total energy = -1809.00121 a.u.
Lowest unoccupied orbital energy = 0.1 eV
Strongest force on any atom = 1.0 eV/A
SMILES = COc1ccccc1N1CCN(C(=O)c2nn(C)c3c2CS(=O)(=O)c2ccccc2-3)CC1

=====

[2]
Density functional theory data (the ωB97M-V functional and the def2-TZVPD basis) for C23H24N6O3S2 in the gas phase.

Structure (XYZ):
```
58
Properties=species:S:1:pos:R:3
C 4.0575 6.1140 1.6711
C 3.0753 5.8570 0.5264
C 2.7535 4.4080 0.4133
C 1.6028 3.7791 0.7516
C 1.6604 2.3774 0.5438
C 0.7164 1.3519 0.7245
S -0.8655 1.7578 1.3216
C -1.7039 0.1645 1.1773
C -1.1815 -0.8455 2.1960
O -0.5968 -0.5149 3.2020
N -1.4386 -2.1372 1.8749
C -1.1195 -3.1815 2.8418
C -2.2208 -3.3340 3.8841
C -2.0533 -2.5006 0.6459
C -1.2510 -2.6273 -0.4679
N 0.0982 -2.5899 -0.3515
N -1.7971 -2.8279 -1.7097
C -0.9856 -2.6319 -2.9057
C -0.3644 -1.2543 -2.9063
C -1.1371 -0.1482 -2.5690
C -0.5692 1.1112 -2.5012
C 0.7764 1.2821 -2.7812
C 1.5499 0.1905 -3.1350
C 0.9835 -1.0722 -3.1922
C -3.1630 -3.0232 -1.8861
O -3.6504 -3.1987 -2.9777
N -3.8994 -2.9961 -0.7384
C -3.4762 -2.6654 0.5574
O -4.2915 -2.5487 1.4472
N 1.0142 0.0916 0.4346
C 2.2416 -0.1608 -0.0089
N 3.2078 0.6975 -0.2305
C 2.9065 1.9609 0.0405
S 3.9785 3.2995 -0.1790
H 4.9863 5.5755 1.4986
H 3.6332 5.7802 2.6150
H 4.2783 7.1755 1.7443
H 3.5170 6.2076 -0.4092
H 2.1506 6.4100 0.7016
H 0.7307 4.2757 1.1364
H -1.5784 -0.1702 0.1503
H -2.7581 0.3574 1.3810
H -0.9768 -4.1116 2.2872
H -0.1823 -2.9017 3.3313
H -2.0049 -4.1787 4.5326
H -3.1808 -3.4883 3.3987
H -2.2797 -2.4324 4.4876
H 0.6422 -2.3393 -1.1609
H 0.4360 -2.1930 0.5144
H -0.2237 -3.4139 -2.9766
H -1.6749 -2.7455 -3.7493
H -2.1911 -0.2768 -2.3644
H -1.1772 1.9603 -2.2267
H 1.2203 2.2647 -2.7239
H 2.5992 0.3179 -3.3528
H 1.5945 -1.9216 -3.4662
H -4.8968 -3.1393 -0.8541
H 2.4787 -1.1975 -0.2088
```

Results
Orbital gap = 8.8 eV
Energy above the lowest of the compared OMol25 structures with the same formula, charge and spin = 0.0 kJ/mol
HOMO = -8.5 eV
Calculated total energy = -2241.60780 a.u.
Lowest unoccupied orbital energy = 0.3 eV
Strongest force on any atom = 0.8 eV/A
SMILES = CCc1cc2c(SCC(=O)N(CC)c3c(N)n(Cc4ccccc4)c(=O)[nH]c3=O)ncnc2s1

=====

[3]
Density functional theory data (the ωB97M-V functional and the def2-TZVPD basis) for a molecular structure, C23H24N8PbS2 at a distorted geometry.

Structure (XYZ):
```
58
Properties=species:S:1:pos:R:3
Pb 0.8808 1.0047 0.6872
C -0.4786 7.1326 -0.0963
C -1.5316 6.2635 0.5835
N -0.9473 5.2415 1.4345
C -0.3183 4.1549 1.0253
S 0.2438 3.0673 2.2599
N -0.1674 3.9367 -0.2622
N 0.4611 2.9603 -0.8212
C 0.8049 2.8874 -2.0624
C 0.4999 3.9947 -3.0175
C 1.5167 1.6896 -2.5216
C 2.0090 1.5878 -3.8262
C 2.6193 0.4122 -4.2355
C 2.7492 -0.6302 -3.3296
C 2.2975 -0.4305 -2.0361
N 1.6921 0.6820 -1.6520
H -0.9741 7.9560 -0.6019
H 0.0855 6.5629 -0.8307
H 0.2081 7.5475 0.6374
H -2.1554 5.7723 -0.1686
H -2.1616 6.8869 1.2191
H -0.9643 5.3966 2.4338
H -0.1134 4.7386 -2.5141
H -0.0375 3.6135 -3.8841
H 1.4119 4.4742 -3.3733
H 1.9228 2.4110 -4.5145
H 2.9840 0.3093 -5.2456
H 3.1938 -1.5680 -3.6158
H 2.4215 -1.1919 -1.2783
S 2.7377 -0.3906 1.8400
C 1.7471 -1.8377 2.1040
N 2.3201 -2.7164 2.8994
N 2.0188 -3.9494 3.0541
C 1.2780 -4.8108 2.2473
C 1.2240 -4.6443 0.8576
C 0.5120 -5.5431 0.0898
C -0.1671 -6.5941 0.6933
C -0.0850 -6.7809 2.0665
C 0.6499 -5.9078 2.8455
N 0.5218 -1.9907 1.6525
N -0.2151 -1.1382 1.0843
C -1.5649 -1.3113 0.9435
C -2.2386 -2.4305 1.4621
C -3.6016 -2.5378 1.2990
C -4.3145 -1.5535 0.6238
C -3.6518 -0.4493 0.0983
C -2.2906 -0.3263 0.2593
H 2.4374 -4.3647 3.8912
H 1.7822 -3.8544 0.3804
H 0.4952 -5.4331 -0.9828
H -0.7453 -7.2758 0.0900
H -0.5875 -7.6130 2.5324
H 0.7244 -6.0475 3.9143
H -1.6737 -3.1831 1.9913
H -4.1175 -3.3916 1.7102
H -5.3834 -1.6404 0.5123
H -4.2040 0.3148 -0.4257
H -1.7604 0.5380 -0.1269
```

Results
Orbital gap (spin up / spin down) = 4.7 / 4.7 eV
Energy above the lowest of the compared OMol25 structures with the same formula, charge and spin = 219.8 kJ/mol
Total charge = +2
HOMO (spin up / spin down) = -13.1 / -13.1 eV
Calculated total energy = -2317.47617 a.u.
Lowest unoccupied orbital energy (spin up / spin down) = -8.4 / -8.4 eV
Strongest force on any atom = 3.0 eV/A

=====

Copy entry 2 word for word.
Density functional theory data (the ωB97M-V functional and the def2-TZVPD basis) for C23H24N6O3S2 in the gas phase.

Structure (XYZ):
```
58
Properties=species:S:1:pos:R:3
C 4.0575 6.1140 1.6711
C 3.0753 5.8570 0.5264
C 2.7535 4.4080 0.4133
C 1.6028 3.7791 0.7516
C 1.6604 2.3774 0.5438
C 0.7164 1.3519 0.7245
S -0.8655 1.7578 1.3216
C -1.7039 0.1645 1.1773
C -1.1815 -0.8455 2.1960
O -0.5968 -0.5149 3.2020
N -1.4386 -2.1372 1.8749
C -1.1195 -3.1815 2.8418
C -2.2208 -3.3340 3.8841
C -2.0533 -2.5006 0.6459
C -1.2510 -2.6273 -0.4679
N 0.0982 -2.5899 -0.3515
N -1.7971 -2.8279 -1.7097
C -0.9856 -2.6319 -2.9057
C -0.3644 -1.2543 -2.9063
C -1.1371 -0.1482 -2.5690
C -0.5692 1.1112 -2.5012
C 0.7764 1.2821 -2.7812
C 1.5499 0.1905 -3.1350
C 0.9835 -1.0722 -3.1922
C -3.1630 -3.0232 -1.8861
O -3.6504 -3.1987 -2.9777
N -3.8994 -2.9961 -0.7384
C -3.4762 -2.6654 0.5574
O -4.2915 -2.5487 1.4472
N 1.0142 0.0916 0.4346
C 2.2416 -0.1608 -0.0089
N 3.2078 0.6975 -0.2305
C 2.9065 1.9609 0.0405
S 3.9785 3.2995 -0.1790
H 4.9863 5.5755 1.4986
H 3.6332 5.7802 2.6150
H 4.2783 7.1755 1.7443
H 3.5170 6.2076 -0.4092
H 2.1506 6.4100 0.7016
H 0.7307 4.2757 1.1364
H -1.5784 -0.1702 0.1503
H -2.7581 0.3574 1.3810
H -0.9768 -4.1116 2.2872
H -0.1823 -2.9017 3.3313
H -2.0049 -4.1787 4.5326
H -3.1808 -3.4883 3.3987
H -2.2797 -2.4324 4.4876
H 0.6422 -2.3393 -1.1609
H 0.4360 -2.1930 0.5144
H -0.2237 -3.4139 -2.9766
H -1.6749 -2.7455 -3.7493
H -2.1911 -0.2768 -2.3644
H -1.1772 1.9603 -2.2267
H 1.2203 2.2647 -2.7239
H 2.5992 0.3179 -3.3528
H 1.5945 -1.9216 -3.4662
H -4.8968 -3.1393 -0.8541
H 2.4787 -1.1975 -0.2088
```

Results
Orbital gap = 8.8 eV
Energy above the lowest of the compared OMol25 structures with the same formula, charge and spin = 0.0 kJ/mol
HOMO = -8.5 eV
Calculated total energy = -2241.60780 a.u.
Lowest unoccupied orbital energy = 0.3 eV
Strongest force on any atom = 0.8 eV/A
SMILES = CCc1cc2c(SCC(=O)N(CC)c3c(N)n(Cc4ccccc4)c(=O)[nH]c3=O)ncnc2s1

=====

Q: Look up the strongest force on any atom of the third one.
A: 3.0 eV/A

=====

Q: What is the formula in the first record?
A: C23H24N4O4S